Formula: H10NO8Zn
Source: the Open Molecules 2025 dataset
Level of theory: ωB97M-V with the def2-TZVPD basis set

Results
* F_max: 4.69 eV Å⁻¹
* charge: +1
* electronic energy: -66441.4079 eV
* energy relative to the best compared isomer or geometry (same formula, charge and spin): 45.9 kJ/mol
* LUMO level: -4.2 eV
* molecular weight: 217.47 g/mol
* orbital gap: 7.185 eV

Geometry as XYZ:
```
20
Properties=species:S:1:pos:R:3:forces:R:3
Zn 0.2030 5.9445 14.8268 -1.1826 1.5270 1.5676
N -0.9382 8.0992 16.9668 -3.2110 2.1990 2.6092
O -2.1674 8.0449 16.8834 -0.1595 -1.0061 -1.3268
O -0.4713 8.9388 17.7144 1.6922 0.0620 -0.2623
O -0.2128 7.2680 16.3898 2.4680 -2.0939 -1.7974
O -0.7377 4.3194 15.7565 -0.0353 -0.3991 -0.1488
H -1.6356 3.9921 15.8102 -0.5144 0.1668 -0.0505
H -0.3301 4.0376 16.5754 0.2718 0.0160 0.3755
O 1.4996 7.3196 14.0550 0.3390 0.3042 -0.4384
H 1.6177 8.2399 14.2903 -0.2003 0.4262 0.5304
H 1.9815 7.2180 13.2342 0.1058 -0.1780 -0.3776
O 1.8741 5.1382 15.7148 0.3957 -0.3866 0.4207
H 2.5318 4.4831 15.4812 0.1557 -0.3103 -0.1367
H 2.2172 5.5507 16.5075 0.0284 0.5101 0.4686
O -1.4725 6.5853 13.8172 -0.1837 -0.4671 -0.3861
H -1.9838 5.9514 13.3143 -0.3281 -0.1958 -0.1343
H -1.7694 7.4384 13.5006 0.0142 0.6000 0.2496
O 0.6484 4.7611 13.2887 0.3583 -0.4539 -0.9053
H 0.0604 4.1901 12.7943 -0.3840 -0.1666 -0.2128
H 1.4906 4.3062 13.2771 0.3698 -0.1541 -0.0445
```
Forces are in eV/Å.

Atom charges from the Mulliken analysis, given in e for atoms 1 to 4: 0.7134 0.8152 -0.5831 -0.5495

Formula: H10NaO5
Source: the Open Molecules 2025 dataset
Level of theory: ωB97M-V with the def2-TZVPD basis set

Results
* F_max: 0.55 eV Å⁻¹
* charge: +1
* electronic energy: -14812.9792 eV
* energy relative to the best compared isomer or geometry (same formula, charge and spin): 13.5 kJ/mol
* LUMO level: -3.3 eV
* molecular weight: 113.06 g/mol
* orbital gap: 12.245 eV

Geometry as XYZ:
```
16
Properties=species:S:1:pos:R:3:forces:R:3
Na -15.4941 -0.9112 16.1285 -0.0182 -0.3310 0.2074
O -17.6785 -1.2175 15.0670 0.5106 0.1194 0.1698
H -18.1180 -0.5599 15.6061 -0.3018 0.3758 0.0218
H -18.2814 -1.9610 15.0563 -0.1163 -0.3075 -0.1361
O -14.1802 0.8099 15.2780 -0.1600 -0.2790 0.0762
H -14.1668 1.0539 14.3525 -0.0462 0.0851 -0.3425
H -13.5946 1.4383 15.7003 0.2014 0.1443 0.2034
O -13.6468 -2.5081 16.1141 -0.3419 0.3963 -0.0558
H -13.5666 -3.4484 16.2744 -0.0158 -0.2621 0.1587
H -13.1244 -2.3535 15.3270 0.3172 0.0557 -0.2273
O -16.3109 -2.7045 17.7495 0.1388 0.4276 -0.2314
H -16.3464 -3.6609 17.7308 0.0676 -0.3084 -0.0082
H -17.1548 -2.4401 18.1157 -0.2366 -0.0192 0.2084
O -16.5502 0.6799 17.6512 0.0387 -0.3797 -0.3912
H -17.2017 0.3919 18.2906 -0.2090 -0.0108 0.2545
H -16.0255 1.3295 18.1190 0.1714 0.2935 0.0923
```
Forces are in eV/Å.

Atom charges from the Mulliken analysis, given in e for atoms 1 to 4: 0.8293 -0.6259 0.3341 0.3172

Formula: H10O13S2Tl4
Source: the Open Molecules 2025 dataset
Level of theory: ωB97M-V with the def2-TZVPD basis set

Results
* F_max: 5.39 eV Å⁻¹
* charge: +8
* electronic energy: -67059.6239 eV
* energy relative to the best compared isomer or geometry (same formula, charge and spin): 91.3 kJ/mol
* LUMO level: -32.6 eV
* molecular weight: 1099.73 g/mol
* orbital gap: 3.144 eV

Geometry as XYZ:
```
29
Properties=species:S:1:pos:R:3:forces:R:3
Tl 0.0043 -1.7654 -3.9936 -0.4402 -0.3634 -1.4362
Tl 1.7186 2.9209 -2.0870 0.3157 0.8825 0.2129
Tl -4.1982 1.2584 1.0325 -0.1578 0.4561 0.5988
Tl 2.0019 -2.6846 0.8484 0.6206 -0.9748 0.6497
S -0.4429 0.1614 -0.2453 -2.0586 1.8352 0.4869
O -1.8864 0.3894 -0.3628 -1.0250 -0.6111 0.5278
O -0.0559 -0.5334 -1.3885 1.9008 -2.0527 -4.6041
O 0.1806 1.5071 -0.1676 2.1587 1.4330 -0.5440
O 0.0363 -0.6210 0.8524 0.7046 -0.7537 2.4840
S 3.1819 -0.3905 -2.3174 1.7176 -0.0909 1.7262
O 4.3388 -0.8038 -3.1387 0.9243 0.1042 0.3862
O 3.5746 0.7914 -1.5192 0.9974 -0.6089 -0.1108
O 2.1340 0.1546 -3.0987 -3.3392 1.0660 -2.3829
O 2.7217 -1.5134 -1.5250 0.2085 -0.7761 0.3648
O -1.6142 2.8728 1.1438 -0.9379 -1.0218 0.8204
H -1.3423 3.7273 1.4788 -0.4628 1.6571 0.6635
H -0.8384 2.5315 0.6990 0.2791 -0.0294 -0.8426
O -2.1533 -0.6172 2.2552 -1.2538 0.9323 0.9878
H -1.3065 -0.8157 1.8556 1.1207 -0.0312 -0.7438
H -2.5437 -1.4739 2.4282 -1.3181 -0.7887 0.5139
O -2.5874 -1.7172 -2.2284 1.2490 -0.0922 -0.0333
H -3.4726 -2.0810 -2.2486 -1.5596 -0.7191 -0.7699
H -2.5086 -1.3257 -1.3585 -0.0717 0.4202 0.4696
O -0.2785 -2.8112 2.7559 0.1075 1.6196 -1.4814
H -0.2766 -2.4652 3.6484 0.5656 -0.2127 1.9471
H -1.1839 -3.0829 2.6058 -0.6782 -1.7411 0.1196
O 2.3592 2.9202 1.0003 0.3692 0.0493 -1.8582
H 1.9682 3.4260 1.7128 -0.4447 1.4411 1.2428
H 2.4692 2.0410 1.3625 0.5085 -1.0287 0.6052
```
Forces are in eV/Å.

Atom charges from the Mulliken analysis, given in e for atoms 1 to 4: 1.4262 1.5457 1.7112 1.4945

Formula: H10O5
Source: the Open Molecules 2025 dataset
Level of theory: ωB97M-V with the def2-TZVPD basis set

Results
* F_max: 0.30 eV Å⁻¹
* charge: 0
* electronic energy: -10399.7166 eV
* energy relative to the best compared isomer or geometry (same formula, charge and spin): 109.3 kJ/mol
* LUMO level: 0.2 eV
* SMILES string: O.O.O.O.O
* molecular weight: 90.07 g/mol
* orbital gap: 11.398 eV

Geometry as XYZ:
```
15
Properties=species:S:1:pos:R:3:forces:R:3
O 2.0954 1.6326 1.7219 -0.1741 0.1677 -0.1706
H 2.9658 1.9967 1.9181 -0.0377 -0.1401 0.0180
H 1.7351 2.2257 1.0516 0.1326 0.0068 0.0696
O 0.3715 -0.5202 -2.9680 -0.0847 -0.1579 0.0090
H 0.3213 -1.2070 -3.6417 0.0012 0.0685 0.0794
H 0.1421 -0.9600 -2.1385 0.1103 0.1790 -0.0248
O -3.4198 1.4385 0.1355 0.2647 0.1012 0.0250
H -3.0744 1.5506 1.0292 -0.1003 -0.0202 -0.0798
H -3.1353 2.2262 -0.3427 -0.1134 -0.0585 0.0543
O -0.0631 -0.0915 0.1114 0.0940 0.1283 0.1444
H 0.5621 0.2681 0.7577 0.0470 -0.1630 -0.0722
H -0.6219 0.6540 -0.1381 -0.0870 -0.2105 -0.0455
O 1.0850 -3.1128 0.9331 -0.1216 0.0419 -0.1068
H 0.6663 -2.3580 0.4985 0.0124 -0.0121 0.1008
H 0.3700 -3.7428 1.0720 0.0565 0.0690 -0.0006
```
Forces are in eV/Å.

Atom charges from the Mulliken analysis, given in e for atoms 1 to 4: -0.6434 0.3114 0.3136 -0.6328

Formula: H10O5
Source: the Open Molecules 2025 dataset
Level of theory: ωB97M-V with the def2-TZVPD basis set

Results
* F_max: 0.55 eV Å⁻¹
* charge: 0
* electronic energy: -10399.8763 eV
* energy relative to the best compared isomer or geometry (same formula, charge and spin): 93.9 kJ/mol
* LUMO level: 0.2 eV
* SMILES string: O.O.O.O.O
* molecular weight: 90.07 g/mol
* orbital gap: 10.919 eV

Geometry as XYZ:
```
15
Properties=species:S:1:pos:R:3:forces:R:3
O 8.6547 -19.3465 10.4202 -0.3511 0.3739 -0.2023
H 7.9466 -19.9366 10.6998 0.1409 -0.0141 0.0347
H 8.2071 -18.5129 10.1687 0.2068 -0.4697 0.1736
O 11.4104 -20.4300 9.7839 -0.0920 -0.0873 -0.0426
H 11.1915 -20.1074 8.9046 -0.0094 0.0532 0.0887
H 10.5669 -20.4202 10.2622 0.1479 0.1417 -0.0589
O 4.7107 -17.3485 10.5322 0.1055 0.0794 0.0320
H 4.2819 -16.5515 10.8610 0.0255 -0.0787 -0.0369
H 5.6202 -17.0809 10.3412 -0.0772 0.0156 -0.0336
O 7.6740 -16.6840 10.0812 0.2524 0.1083 0.0805
H 8.1221 -16.4702 10.9124 -0.0982 -0.0114 -0.1374
H 8.2727 -16.3726 9.3890 -0.1723 0.0208 0.0693
O 9.1768 -22.2875 10.6255 -0.3094 -0.0276 -0.0470
H 8.3068 -22.6453 10.8390 0.1317 -0.0367 -0.0196
H 9.1411 -22.0982 9.6797 0.0986 -0.0675 0.0995
```
Forces are in eV/Å.

Atom charges from the Mulliken analysis, given in e for atoms 1 to 4: -0.6493 0.3100 0.3784 -0.6236

Formula: H10O5
Source: the Open Molecules 2025 dataset
Level of theory: ωB97M-V with the def2-TZVPD basis set

Results
* F_max: 2.92 eV Å⁻¹
* charge: 0
* electronic energy: -10398.2810 eV
* energy relative to the best compared isomer or geometry (same formula, charge and spin): 247.8 kJ/mol
* LUMO level: 0.6 eV
* SMILES string: O.O.O.O.O
* molecular weight: 90.08 g/mol
* orbital gap: 11.239 eV

Geometry as XYZ:
```
15
Properties=species:S:1:pos:R:3:forces:R:3
O -1.4975 0.0254 -0.0641 0.1031 1.8781 2.2379
H -1.7806 -0.5124 -0.7536 -0.9209 -1.4820 -1.8295
H -2.2982 0.2692 0.4423 0.6743 -0.3180 -0.5330
O 1.9764 2.0911 -0.0933 1.6530 -0.7527 -0.1141
H 2.6028 1.8566 -0.8621 -1.0807 0.8792 2.4206
H 2.3192 2.8455 0.4201 0.4244 -0.6633 -0.4847
O 1.0406 3.0113 -2.1167 -1.0428 1.4541 -1.2505
H 1.6532 2.3346 -2.3707 0.1442 -0.3568 -0.1321
H 1.1143 3.1223 -1.1608 -0.0879 -0.5373 -0.4502
O -2.0606 -3.3842 0.3278 -0.2448 -0.7589 -1.9833
H -1.1619 -3.2027 0.6068 0.0317 -0.0058 -0.2860
H -1.9923 -3.7093 -0.6261 0.0077 0.6742 2.0614
O 0.2340 -1.3795 1.8625 0.1102 1.7101 1.8056
H -0.1412 -1.1055 2.7581 0.5792 -1.1214 -2.0089
H -0.0083 -2.2624 1.6299 -0.3504 -0.5993 0.5469
```
Forces are in eV/Å.

Atom charges from the Mulliken analysis, given in e for atoms 1 to 4: -0.5866 0.2889 0.3073 -0.7391

Formula: H10O5
Source: the Open Molecules 2025 dataset
Level of theory: ωB97M-V with the def2-TZVPD basis set

Results
* F_max: 0.68 eV Å⁻¹
* charge: 0
* electronic energy: -10399.9244 eV
* energy relative to the best compared isomer or geometry (same formula, charge and spin): 89.3 kJ/mol
* LUMO level: -0.1 eV
* SMILES string: O.O.O.O.O
* molecular weight: 90.07 g/mol
* orbital gap: 10.120 eV

Geometry as XYZ:
```
15
Properties=species:S:1:pos:R:3:forces:R:3
O 0.4822 1.0877 1.8088 0.1692 -0.1433 0.2515
H 0.1473 0.7655 2.6552 0.0291 0.0225 -0.1228
H 1.4147 1.2843 1.9683 -0.1444 0.0846 -0.0636
O 0.4159 0.2754 -3.5105 0.2008 -0.2856 0.3281
H 0.5754 -0.0016 -2.5816 -0.2262 0.3897 -0.5097
H -0.5012 0.0430 -3.6798 0.0195 0.0512 0.0561
O 0.3754 -0.3257 -0.7801 -0.0700 -0.4688 0.2184
H 0.2812 -1.2882 -0.6602 0.1974 0.3539 0.1142
H 0.5474 0.0239 0.1068 -0.1313 0.0130 -0.2102
O 0.6485 -3.0420 0.2569 -0.1749 -0.1255 0.0890
H 0.0187 -3.7547 0.0916 0.1017 0.0738 -0.0003
H 0.6586 -2.9387 1.2156 0.0172 -0.0274 -0.1037
O -1.9501 2.6364 0.7437 -0.0009 -0.1308 0.1354
H -1.8375 3.2727 1.4569 0.0221 -0.0334 -0.0710
H -1.2764 1.9620 0.9083 -0.0093 0.2260 -0.1113
```
Forces are in eV/Å.

Atom charges from the Mulliken analysis, given in e for atoms 1 to 4: -0.6713 0.3188 0.3140 -0.6420

Formula: H10O5
Source: the Open Molecules 2025 dataset
Level of theory: ωB97M-V with the def2-TZVPD basis set

Results
* F_max: 2.75 eV Å⁻¹
* charge: 0
* electronic energy: -10399.9275 eV
* energy relative to the best compared isomer or geometry (same formula, charge and spin): 89.0 kJ/mol
* LUMO level: 0.3 eV
* SMILES string: O.O.O.O.O
* molecular weight: 90.07 g/mol
* orbital gap: 11.246 eV

Geometry as XYZ:
```
15
Properties=species:S:1:pos:R:3:forces:R:3
O 0.4113 0.9316 -0.3129 -0.1235 0.1240 0.4027
H 1.3111 0.7055 -0.5952 -0.0115 -0.1464 0.0767
H 0.2026 0.3913 0.4690 0.4287 0.2207 -0.1612
O -1.6468 0.7670 -1.9199 -0.4637 0.0596 -0.8755
H -0.8207 1.0022 -1.5000 0.7789 0.0568 0.9756
H -1.4351 1.0269 -2.8196 -0.5490 -0.1309 -0.3535
O 2.8765 -0.1582 -0.9335 -0.0980 -1.3961 1.0654
H 2.5515 -1.0714 -1.1215 0.3204 0.9873 -0.1113
H 3.0851 -0.2407 0.0272 0.0043 0.3050 -0.9254
O -2.3526 -0.5626 0.6124 0.4546 1.0270 -0.1388
H -1.9312 -0.0254 -0.0775 -0.7970 0.8720 -0.0243
H -1.9286 -1.3476 0.3160 0.1862 -1.8940 0.1905
O 0.0906 -0.5320 2.2938 2.0340 -0.6752 1.7277
H 0.3898 -0.6492 3.2471 -0.7116 0.3407 -1.9398
H -0.8033 -0.2374 2.3145 -1.4527 0.2495 0.0913
```
Forces are in eV/Å.

Atom charges from the Mulliken analysis, given in e for atoms 1 to 4: -0.7051 0.4186 0.3100 -0.6860

Formula: H10O5
Source: the Open Molecules 2025 dataset
Level of theory: ωB97M-V with the def2-TZVPD basis set

Results
* F_max: 1.34 eV Å⁻¹
* charge: 0
* electronic energy: -10399.6993 eV
* energy relative to the best compared isomer or geometry (same formula, charge and spin): 111.0 kJ/mol
* LUMO level: 0.2 eV
* SMILES string: O.O.O.O.O
* molecular weight: 90.07 g/mol
* orbital gap: 10.567 eV

Geometry as XYZ:
```
15
Properties=species:S:1:pos:R:3:forces:R:3
O 3.1513 0.8524 -1.8528 -0.8257 -0.1418 0.5107
H 3.2602 -0.0760 -2.0737 0.3200 0.1591 -0.2554
H 3.8009 1.3936 -2.2851 0.4923 -0.0474 -0.4800
O 2.6946 1.4057 0.8386 0.8535 0.1415 0.6753
H 3.6738 1.4495 0.7592 -1.2186 -0.1113 -0.2725
H 2.3257 1.3809 -0.0482 0.5431 0.1894 -0.4002
O 0.7629 -0.4411 1.5385 -0.9480 -0.6318 -0.0378
H 1.4620 -0.1098 0.9830 0.5306 0.3008 -0.0909
H 1.0469 -0.2050 2.4175 0.1275 0.1592 0.3588
O -4.7464 -1.4466 -0.6307 -1.1642 -0.3831 0.2289
H -3.8592 -1.1303 -0.4550 0.3195 0.1697 0.5870
H -5.2171 -1.5046 0.2246 0.6706 0.1469 -0.7329
O -2.2382 -0.4100 0.1245 -0.8605 -0.0836 -0.3675
H -1.7282 -0.3394 0.9440 0.6783 0.0739 -0.9678
H -1.7832 -0.2723 -0.7236 0.4814 0.0586 1.2445
```
Forces are in eV/Å.

Atom charges from the Mulliken analysis, given in e for atoms 1 to 4: -0.6318 0.3141 0.3063 -0.6734